C6H9Cl2N4O2 | ωB97M-V with the def2-TZVPD basis set

Calculated values
LUMO level (eV): -4.1
Energy (eV): -41456.15186

Geometry as ORCA input:
```
! wB97M-V def2-TZVPD RIJCOSX def2/J DEFGRID3
* xyz 1 1
C 1.014 0.454 -1.257
C -0.425 0.660 -1.448
C 1.575 -0.263 -0.262
C -1.390 0.145 -0.711
C -1.145 -0.484 0.563
C 0.903 -0.968 0.903
N 1.239 -0.394 2.117
N 0.872 -2.269 0.856
N -1.373 0.448 1.556
N -0.755 1.568 -2.607
O -1.332 0.054 2.721
O -1.401 1.597 1.260
Cl 3.326 -0.368 -0.087
Cl -3.001 0.815 -1.086
H 1.847 0.945 -1.764
H -1.490 -1.498 0.732
H 0.783 -0.786 3.000
H 1.303 0.628 2.176
H 1.366 -2.869 0.122
H 0.548 -2.765 1.682
H -0.256 2.405 -2.338
H -1.779 1.681 -2.592
H -0.429 1.263 -3.534
*
```